(1)
Formula: C23H22N2O3
Source: OMol25
Level of theory: the ωB97M-V functional and the def2-TZVPD basis

Calculated values
- Frontier orbital gap: 7.395 eV
- Total charge: 0

```
50
Properties=species:S:1:pos:R:3:forces:R:3
C -2.820 -0.976 0.598 -2.3 -1.1 -8.0
N -2.867 0.128 -0.393 -4.0 -0.5 -0.5
C -2.120 1.351 -0.437 -5.5 -7.9 -0.3
O -2.463 2.160 -1.181 -0.6 5.3 -3.2
C -1.075 1.171 0.415 -1.4 9.1 8.7
H -1.526 1.309 1.649 0.6 -0.9 -3.2
H -0.641 2.141 0.504 1.2 1.1 -0.4
O -0.247 0.255 0.331 2.8 -6.4 -1.1
C 1.007 0.502 0.031 -0.4 2.0 1.3
O 1.533 1.561 -0.008 0.2 4.9 -0.4
C 1.778 -0.555 -0.022 1.6 -12.7 -1.2
C 1.079 -1.895 -0.151 8.9 -2.9 -0.8
C 1.896 -3.348 -0.345 0.0 12.6 1.5
C 3.270 -3.033 -0.409 -3.0 -7.8 -1.8
C 3.909 -1.938 -0.569 0.4 5.2 3.0
C 3.174 -0.743 -0.088 2.1 -1.0 -3.0
N 3.932 0.320 -0.164 -3.5 7.5 0.3
C 5.217 0.685 0.015 1.7 5.3 -4.0
C 5.880 1.995 -0.726 -10.4 -4.1 1.2
C 7.082 2.252 -0.405 2.0 0.8 -1.2
C 7.904 1.383 0.127 4.2 -2.8 6.4
C 7.315 0.358 0.993 4.2 6.4 -5.1
C 6.089 0.054 0.763 -5.3 -6.2 4.0
H 5.631 -0.865 1.405 1.0 1.9 -1.5
H 8.071 -0.194 1.198 4.0 -4.3 3.1
H 9.080 1.655 0.312 -3.1 -0.9 -0.8
H 7.513 2.909 -0.997 2.0 4.1 -2.2
H 5.155 2.688 -1.266 1.2 -1.1 0.6
H 3.209 1.259 -0.178 2.3 -2.9 0.0
H 5.010 -1.935 -0.582 -0.8 0.4 -0.4
H 3.805 -3.924 -0.681 0.8 -0.6 0.3
H 1.323 -4.137 -0.359 -2.3 -4.4 -0.1
H 0.144 -1.967 0.103 -5.4 -0.3 0.8
C -4.172 -0.100 -1.324 2.4 2.4 2.4
C -5.491 0.087 -0.562 3.2 6.6 0.9
C -5.726 1.549 0.116 -4.7 -15.1 -2.6
C -6.924 1.480 0.611 -5.3 1.9 7.4
C -7.839 0.432 1.115 3.3 -2.7 -7.4
C -7.555 -0.734 0.225 -10.2 1.4 9.1
C -6.465 -0.779 -0.397 7.5 -7.5 -5.8
H -6.038 -1.915 -0.830 -1.7 3.0 0.9
H -8.365 -1.535 0.495 2.1 0.8 -1.5
H -8.861 0.469 1.427 -0.1 0.9 0.8
H -7.233 2.263 1.305 0.3 1.5 -0.8
H -5.180 2.234 -0.055 7.1 9.1 -1.9
H -3.935 -0.999 -1.833 -0.5 -1.2 -0.3
H -3.966 0.730 -1.985 -0.7 0.2 -0.6
H -3.670 -1.268 1.107 -2.6 0.2 0.7
H -2.637 -1.794 -0.160 0.7 -0.1 1.8
H -2.191 -0.748 1.263 5.6 0.9 4.9
```
Forces are in eV/Å.

These are the Löwdin partial charges, in e, on atoms 1 to 8: number 1, C, carries -0.0265; number 2, N, carries -0.0394; number 3, C, carries -0.5075; number 4, O, carries 0.1641; number 5, C, carries -0.2818; number 6, H, carries 0.2426; number 7, H, carries 0.1344; number 8, O, carries 0.0938



(2)
Formula: C23H22N2O3S
Source: OMol25
Level of theory: the ωB97M-V functional and the def2-TZVPD basis

Calculated values
- Frontier orbital gap: 8.187 eV
- Total charge: 0

```
51
Properties=species:S:1:pos:R:3:forces:R:3
C 2.012 1.615 2.718 -0.4 -0.2 -0.4
C 0.908 2.294 1.908 0.2 0.2 0.2
O -0.363 2.025 2.489 0.1 -0.1 0.0
C 0.925 2.035 0.409 -0.2 -0.5 0.1
O 0.345 0.764 0.038 0.3 0.4 0.1
C 0.878 0.296 -1.140 0.1 -0.1 0.0
C 1.831 -0.794 -1.099 -0.2 0.2 0.0
C 2.216 -1.623 0.119 0.3 0.3 -0.1
O 1.782 -1.149 1.372 -0.3 -0.3 0.0
C 0.874 -1.969 2.012 -0.2 0.0 0.1
C -0.346 -1.451 2.404 -0.3 0.3 0.1
C -1.252 -2.241 3.091 0.0 -0.2 0.2
C -0.960 -3.559 3.396 0.2 0.0 -0.2
C 0.256 -4.078 2.982 0.0 -0.2 0.1
C 1.165 -3.294 2.301 0.4 0.0 -0.2
C 2.456 -1.173 -2.244 0.2 -0.3 0.2
C 2.165 -0.549 -3.469 0.2 -0.1 -0.1
N 2.713 -0.818 -4.656 0.1 -0.1 -0.2
S 1.993 0.142 -5.717 -0.2 0.1 0.3
N 0.972 0.930 -4.752 0.0 0.1 -0.4
C 1.176 0.460 -3.522 -0.1 -0.2 0.4
C 0.516 0.870 -2.326 -0.4 0.6 -0.5
C -0.585 1.899 -2.511 -0.4 -0.4 0.3
C -1.904 1.466 -1.903 0.1 0.2 0.3
C -2.552 0.337 -2.378 0.1 -0.3 -0.3
C -3.741 -0.098 -1.824 -0.2 -0.1 0.2
C -4.318 0.596 -0.775 0.1 0.2 0.0
C -3.699 1.744 -0.308 -0.2 -0.2 0.0
C -2.507 2.166 -0.869 0.0 0.2 0.1
H 1.602 0.765 3.251 0.0 -0.1 0.2
H 2.459 2.334 3.393 0.0 -0.1 0.3
H 2.775 1.229 2.054 0.2 0.0 0.0
H 1.091 3.369 2.002 0.1 0.2 -0.2
H -0.906 2.809 2.386 -0.2 0.0 0.0
H 1.950 2.058 0.046 0.2 0.1 0.0
H 0.391 2.851 -0.064 -0.3 0.1 -0.3
H 3.305 -1.656 0.138 0.1 0.0 0.0
H 1.881 -2.644 -0.056 -0.2 -0.1 0.1
H -0.611 -0.430 2.186 0.1 0.2 -0.1
H -2.192 -1.817 3.404 -0.1 0.1 0.0
H -1.644 -4.184 3.944 -0.2 0.0 0.1
H 0.515 -5.102 3.211 0.0 -0.1 0.0
H 2.116 -3.706 1.989 0.1 0.0 0.0
H 3.188 -1.968 -2.216 0.1 -0.1 -0.1
H -0.305 2.886 -2.160 0.1 0.1 0.1
H -0.769 1.984 -3.577 0.2 0.1 -0.2
H -2.123 -0.235 -3.191 0.1 0.0 -0.1
H -4.229 -0.990 -2.184 0.0 -0.1 -0.2
H -5.237 0.251 -0.330 -0.1 0.0 0.0
H -4.159 2.291 0.501 0.0 0.2 0.1
H -2.055 3.064 -0.476 0.2 0.1 0.0
```
Forces are in eV/Å.

These are the Löwdin partial charges, in e, on atoms 1 to 8: number 1, C, carries -0.0203; number 2, C, carries -0.3922; number 3, O, carries -0.0243; number 4, C, carries -0.1140; number 5, O, carries -0.0299; number 6, C, carries -0.1601; number 7, C, carries -0.0664; number 8, C, carries -0.1279



no.,molecular weight (g/mol)
1,374.4
2,406.5